[1]
DFT (wB97M-V/def2-TZVPD) results for 22 unconnected molecules or ions with the total composition C66H154N22O22 at a distorted geometry.

Structure (ORCA input):
```
! wB97M-V def2-TZVPD RIJCOSX def2/J DEFGRID3
* xyz 0 1
C 33.667 -18.936 -36.703
C 34.524 -18.860 -37.939
O 35.365 -19.704 -38.160
N 34.425 -17.732 -38.588
C 33.710 -16.447 -38.464
H 33.138 -19.876 -36.549
H 32.832 -18.240 -36.615
H 34.278 -18.805 -35.811
H 35.149 -17.630 -39.285
H 32.846 -16.451 -37.799
H 33.258 -16.166 -39.416
H 34.406 -15.667 -38.156
C 31.048 -26.576 -23.930
C 30.583 -25.361 -24.655
O 30.338 -24.352 -24.016
N 30.480 -25.447 -26.001
C 30.052 -24.301 -26.831
H 32.100 -26.612 -23.650
H 30.901 -27.442 -24.576
H 30.493 -26.559 -22.992
H 30.764 -26.266 -26.519
H 29.405 -24.486 -27.688
H 30.926 -23.841 -27.293
H 29.623 -23.478 -26.260
C 31.452 -27.778 -28.995
C 31.719 -28.495 -27.711
O 32.002 -27.818 -26.711
N 31.706 -29.839 -27.787
C 31.932 -30.646 -26.554
H 32.321 -27.501 -29.591
H 30.834 -26.902 -28.796
H 30.845 -28.407 -29.647
H 31.297 -30.348 -28.557
H 31.427 -31.607 -26.659
H 31.456 -30.167 -25.699
H 32.974 -30.880 -26.339
C 36.726 -24.969 -29.655
C 38.050 -25.129 -30.355
O 38.467 -24.170 -31.033
N 38.613 -26.319 -30.367
C 39.811 -26.638 -31.068
H 36.243 -24.087 -30.076
H 36.882 -24.852 -28.583
H 36.075 -25.833 -29.785
H 38.124 -27.058 -29.882
H 39.569 -26.986 -32.072
H 40.322 -27.401 -30.480
H 40.365 -25.707 -30.954
C 33.799 -22.091 -29.882
C 33.223 -23.313 -29.335
O 32.076 -23.643 -29.719
N 33.863 -23.903 -28.353
C 33.350 -24.943 -27.506
H 32.934 -21.558 -30.277
H 34.507 -22.292 -30.687
H 34.345 -21.490 -29.154
H 34.793 -23.556 -28.167
H 32.637 -25.596 -28.011
H 32.920 -24.599 -26.565
H 34.136 -25.662 -27.275
C 30.772 -22.161 -32.691
C 30.408 -23.610 -32.920
O 29.795 -23.944 -33.943
N 30.862 -24.449 -32.015
C 30.712 -25.935 -32.085
H 29.980 -21.551 -33.127
H 31.778 -22.055 -33.097
H 30.916 -21.898 -31.643
H 31.277 -24.118 -31.156
H 31.669 -26.403 -31.854
H 30.424 -26.269 -33.082
H 29.982 -26.275 -31.351
C 31.307 -18.954 -30.047
C 30.538 -19.953 -29.187
O 30.883 -20.276 -28.077
N 29.457 -20.449 -29.811
C 28.594 -21.390 -29.160
H 31.563 -19.512 -30.948
H 32.295 -18.718 -29.653
H 30.740 -18.029 -30.153
H 29.171 -20.028 -30.683
H 28.320 -21.028 -28.169
H 29.190 -22.296 -29.043
H 27.722 -21.715 -29.727
C 32.501 -25.467 -40.750
C 32.153 -24.437 -39.705
O 31.112 -24.439 -39.114
N 33.107 -23.566 -39.414
C 32.904 -22.409 -38.451
H 32.593 -26.433 -40.253
H 33.403 -25.188 -41.296
H 31.772 -25.595 -41.551
H 34.063 -23.666 -39.723
H 33.662 -22.573 -37.686
H 31.889 -22.152 -38.149
H 33.191 -21.523 -39.018
C 35.208 -19.299 -32.100
C 35.065 -20.277 -33.257
O 33.978 -20.851 -33.440
N 36.058 -20.460 -34.067
C 36.152 -21.486 -35.048
H 34.235 -19.319 -31.608
H 35.367 -18.298 -32.501
H 36.075 -19.582 -31.503
H 36.890 -19.951 -33.803
H 35.200 -21.601 -35.566
H 36.393 -22.398 -34.501
H 36.967 -21.420 -35.768
C 24.700 -28.904 -29.341
C 26.196 -28.650 -29.162
O 26.739 -28.483 -28.055
N 26.925 -28.829 -30.227
C 28.333 -28.710 -30.362
H 24.041 -28.212 -28.816
H 24.533 -29.907 -28.950
H 24.395 -28.975 -30.385
H 26.493 -29.050 -31.112
H 28.649 -28.023 -29.578
H 28.661 -28.275 -31.306
H 28.913 -29.625 -30.241
C 28.844 -21.828 -36.908
C 27.401 -22.362 -36.621
O 26.492 -21.905 -37.299
N 27.325 -23.264 -35.620
C 26.079 -23.947 -35.253
H 29.448 -22.053 -36.029
H 28.882 -20.753 -37.082
H 29.280 -22.364 -37.751
H 28.181 -23.531 -35.156
H 26.129 -24.597 -34.379
H 25.822 -24.556 -36.120
H 25.277 -23.227 -35.090
C 31.349 -18.467 -40.630
C 30.772 -18.768 -39.242
O 30.924 -19.858 -38.717
N 30.124 -17.761 -38.648
C 29.627 -17.853 -37.305
H 32.404 -18.739 -40.668
H 31.353 -17.395 -40.828
H 30.689 -19.033 -41.287
H 29.982 -16.914 -39.180
H 28.778 -18.533 -37.231
H 29.273 -16.884 -36.952
H 30.394 -18.171 -36.599
C 29.494 -26.328 -36.492
C 28.781 -26.887 -37.740
O 27.672 -27.404 -37.641
N 29.458 -26.788 -38.916
C 29.070 -27.372 -40.173
H 29.229 -26.790 -35.542
H 29.341 -25.249 -36.487
H 30.564 -26.446 -36.664
H 30.147 -26.050 -38.872
H 29.582 -28.322 -40.328
H 29.425 -26.737 -40.985
H 27.987 -27.440 -40.282
C 26.834 -21.567 -32.684
C 27.106 -20.132 -32.291
O 28.283 -19.822 -32.190
N 26.042 -19.376 -32.064
C 26.106 -18.024 -31.537
H 25.765 -21.781 -32.659
H 27.330 -22.175 -31.927
H 27.235 -21.659 -33.693
H 25.166 -19.840 -32.257
H 26.667 -17.951 -30.605
H 25.080 -17.685 -31.393
H 26.544 -17.416 -32.328
C 29.059 -16.729 -33.289
C 30.177 -16.144 -34.218
O 29.880 -15.232 -34.968
N 31.406 -16.663 -34.306
C 31.845 -17.905 -33.789
H 28.346 -17.067 -34.041
H 28.683 -15.956 -32.619
H 29.562 -17.458 -32.654
H 32.047 -16.178 -34.918
H 31.520 -18.124 -32.772
H 32.924 -17.965 -33.932
H 31.422 -18.675 -34.434
C 26.688 -27.698 -34.108
C 25.483 -28.553 -33.510
O 25.726 -29.429 -32.727
N 24.204 -28.290 -33.918
C 23.780 -27.158 -34.735
H 26.431 -27.473 -35.143
H 27.562 -28.326 -34.281
H 26.928 -26.761 -33.605
H 23.486 -28.856 -33.488
H 23.900 -27.391 -35.793
H 24.385 -26.264 -34.584
H 22.723 -26.977 -34.541
C 25.690 -18.838 -35.380
C 24.956 -18.788 -36.719
O 24.506 -17.723 -37.011
N 24.962 -19.797 -37.542
C 24.303 -19.652 -38.837
H 25.731 -19.841 -34.957
H 25.278 -18.182 -34.614
H 26.707 -18.467 -35.507
H 25.389 -20.700 -37.394
H 24.731 -18.805 -39.373
H 23.233 -19.455 -38.774
H 24.511 -20.561 -39.402
C 36.305 -28.294 -32.668
C 36.108 -29.802 -32.441
O 35.560 -30.492 -33.305
N 36.468 -30.325 -31.260
C 36.336 -31.692 -30.764
H 36.249 -28.101 -33.739
H 37.305 -27.938 -32.420
H 35.469 -27.778 -32.196
H 36.679 -29.614 -30.574
H 37.321 -32.084 -30.513
H 35.780 -32.387 -31.394
H 35.864 -31.702 -29.782
C 34.942 -28.579 -27.930
C 36.473 -28.366 -28.040
O 36.995 -28.528 -29.112
N 37.136 -27.898 -26.989
C 38.489 -27.606 -26.892
H 34.588 -28.180 -26.979
H 34.715 -29.637 -27.796
H 34.430 -28.172 -28.802
H 36.535 -27.746 -26.192
H 38.828 -27.866 -25.889
H 38.536 -26.520 -26.980
H 39.062 -28.071 -27.694
C 23.958 -24.463 -30.051
C 25.163 -24.871 -30.896
O 24.981 -25.528 -31.920
N 26.340 -24.587 -30.393
C 27.595 -25.127 -30.861
H 23.068 -24.584 -30.669
H 24.057 -23.461 -29.633
H 23.764 -25.167 -29.241
H 26.335 -24.019 -29.558
H 27.627 -26.208 -30.994
H 28.405 -24.926 -30.160
H 27.817 -24.729 -31.851
C 33.038 -24.363 -35.113
C 34.095 -25.407 -34.812
O 34.512 -26.248 -35.598
N 34.697 -25.343 -33.605
C 34.446 -24.333 -32.571
H 33.431 -23.348 -35.060
H 32.141 -24.611 -34.545
H 32.868 -24.544 -36.174
H 35.381 -26.070 -33.453
H 34.694 -24.758 -31.599
H 33.421 -23.961 -32.552
H 35.048 -23.446 -32.765
C 32.662 -28.456 -34.131
C 31.874 -29.349 -33.145
O 30.676 -29.141 -32.901
N 32.530 -30.264 -32.493
C 32.077 -31.041 -31.380
H 32.765 -27.424 -33.795
H 32.146 -28.535 -35.088
H 33.664 -28.849 -34.304
H 33.465 -30.383 -32.858
H 31.668 -32.019 -31.635
H 31.324 -30.491 -30.814
H 32.881 -31.256 -30.676
*
```

ΔE to the lowest compared entry with this formula, charge and spin = 0.900 eV
LUMO level = -0.2 eV
Molar mass = 1608.09 g/mol
Strongest force on any atom = 4.1 eV/Å
Frontier orbital gap = 8.3519 eV
HOMO energy = -8.59 eV


[2]
DFT (wB97M-V/def2-TZVPD) results for a molecular structure, C66H48N5O3S4V at a distorted geometry.

Structure (ORCA input):
```
! wB97M-V def2-TZVPD RIJCOSX def2/J DEFGRID3
* xyz 1 2
V -0.608 -0.012 0.253
O -0.959 1.578 3.923
C -0.716 1.311 2.751
N -1.025 0.181 2.094
C -1.567 -0.941 2.829
C -2.089 -1.944 1.839
C -2.585 -3.169 2.254
C -3.113 -4.036 1.315
C -3.194 -3.611 -0.001
C -2.671 -2.378 -0.328
N -2.060 -1.568 0.546
C 0.062 2.241 1.856
C 0.310 3.551 2.194
C 1.094 4.321 1.349
C 1.646 3.722 0.231
C 1.343 2.401 -0.048
N 0.526 1.666 0.719
H -2.358 -0.626 3.511
H -0.793 -1.406 3.451
H -2.566 -3.424 3.307
H -3.483 -5.011 1.609
H -3.649 -4.219 -0.773
H -2.783 -2.000 -1.324
H -0.112 3.939 3.112
H 1.285 5.364 1.569
H 2.299 4.271 -0.436
H 1.762 1.911 -0.907
S 4.307 -1.430 4.701
C 3.988 -0.364 5.996
C 2.846 0.345 5.794
C 2.215 0.016 4.562
C 2.891 -0.937 3.850
C 2.507 -1.554 2.571
C 1.560 -0.921 1.764
N 0.981 -1.373 0.652
C 1.508 -2.577 0.165
C 2.539 -3.238 0.891
C 3.168 -4.433 0.415
C 2.841 -4.957 -0.770
C 1.817 -4.344 -1.548
C 1.514 -4.857 -2.816
C 0.549 -4.310 -3.613
C -0.155 -3.238 -3.001
N 0.112 -2.718 -1.826
C 1.115 -3.215 -1.085
C 0.337 -4.801 -4.993
C 1.085 -5.781 -5.596
C 0.707 -6.058 -6.932
C -0.332 -5.279 -7.338
S -0.854 -4.218 -6.114
C 2.998 -2.734 2.108
H 4.671 -0.316 6.833
H 2.457 1.072 6.497
H 1.275 0.461 4.246
H 1.251 0.044 2.113
H 3.939 -4.880 1.035
H 3.342 -5.837 -1.159
H 2.093 -5.702 -3.172
H -1.392 -1.850 -3.367
H 1.900 -6.293 -5.096
H 1.187 -6.798 -7.559
H -0.824 -5.278 -8.303
H 3.752 -3.285 2.662
C -5.689 5.922 2.497
C -4.880 4.842 1.826
C -4.184 3.895 2.566
C -3.388 2.939 1.942
C -3.303 2.939 0.561
C -4.002 3.863 -0.210
C -4.789 4.800 0.428
S -2.179 1.863 -0.335
O -1.505 2.779 -1.286
C -3.409 0.847 -1.166
C -4.326 0.234 -0.270
C -5.266 -0.625 -0.729
C -5.284 -0.994 -2.100
C -6.214 -1.947 -2.580
C -6.194 -2.348 -3.885
C -5.223 -1.821 -4.762
C -4.329 -0.882 -4.330
C -4.345 -0.416 -2.989
C -3.418 0.592 -2.510
C -2.599 1.312 -3.546
C -3.349 2.082 -4.504
C -4.718 2.411 -4.300
C -5.428 3.093 -5.247
C -4.820 3.488 -6.458
C -3.497 3.231 -6.663
C -2.732 2.545 -5.686
C -1.356 2.291 -5.872
C -0.626 1.672 -4.906
C -1.234 1.204 -3.711
S -0.197 0.408 -2.477
O -1.167 -2.721 -3.713
C 1.470 0.587 -3.059
C 2.047 1.844 -3.222
C 3.363 1.948 -3.643
C 4.138 0.813 -3.882
C 5.572 0.929 -4.333
C 3.549 -0.436 -3.701
C 2.223 -0.555 -3.305
H -5.731 5.782 3.577
H -6.708 5.948 2.108
H -5.242 6.900 2.301
H -4.253 3.905 3.649
H -2.849 2.213 2.540
H -3.907 3.849 -1.292
H -5.339 5.528 -0.163
H -4.284 0.489 0.784
H -5.995 -1.063 -0.054
H -6.937 -2.359 -1.884
H -6.909 -3.077 -4.245
H -5.189 -2.161 -5.791
H -3.588 -0.501 -5.023
H -5.204 2.129 -3.374
H -6.469 3.331 -5.067
H -5.402 4.007 -7.211
H -3.004 3.553 -7.573
H -0.876 2.613 -6.790
H 0.427 1.517 -5.071
H 1.461 2.735 -3.022
H 3.796 2.933 -3.787
H 5.961 1.933 -4.168
H 5.659 0.703 -5.399
H 6.206 0.220 -3.797
H 4.130 -1.335 -3.887
H 1.778 -1.536 -3.192
*
```

LUMO level (spin up / spin down) = -2.6 / -2.7 eV
Molar mass = 1138.35 g/mol
Strongest force on any atom = 2.6 eV/Å
Frontier orbital gap (spin up / spin down) = 6.4401 / 5.7404 eV
HOMO energy (spin up / spin down) = -9.08 / -8.46 eV